Computed, not measured: a structure of composition C25H26CoN6, with ωB97M-V with the def2-TZVPD basis set.

```
58
Properties=species:S:1:pos:R:3:forces:R:3:lowdin_spin:R:1
Co -0.769673 1.070961 -0.299408 -0.077 -0.267 -0.072 1.19
C -0.788034 1.925281 4.939967 0.059 -0.006 0.021 0.00
N 0.192141 1.290756 4.063170 0.009 -0.020 0.079 0.00
C 0.371253 -0.115340 4.388376 -0.054 0.059 0.026 0.00
C -0.060237 1.535122 2.685731 0.109 0.417 0.271 0.00
N -0.515590 0.724826 1.845911 0.150 -0.402 -0.594 0.02
N 0.241916 2.851008 2.338030 -0.249 -0.033 -0.026 0.00
C 0.497930 3.317137 1.047679 -0.133 -0.048 0.469 0.02
N 0.421107 4.708901 0.996613 -0.024 0.225 -0.035 0.01
N 0.805401 2.534397 0.109465 0.252 -0.074 -0.428 0.00
H -0.419905 1.907087 5.966639 0.012 -0.004 0.021 0.00
H -1.757054 1.409600 4.907336 -0.024 -0.001 -0.020 0.00
H -0.952115 2.962886 4.652243 0.000 -0.022 -0.002 0.00
H 0.804862 -0.187459 5.386616 -0.006 0.003 0.011 0.00
H 1.051157 -0.579558 3.676801 0.017 0.009 0.001 0.00
H -0.574713 -0.675595 4.391067 -0.009 -0.011 -0.027 0.00
H -0.685640 -0.205186 2.205817 -0.056 -0.028 -0.053 0.00
H 0.539327 3.449930 3.086758 0.097 -0.007 0.004 0.00
H -0.414437 5.032387 1.470043 0.023 0.020 0.019 0.00
H 0.388368 5.020042 0.035537 0.051 0.058 0.009 0.00
H 0.945169 3.024970 -0.766804 -0.057 -0.046 -0.060 0.00
C 0.243799 -0.420518 -1.004691 0.444 -0.401 0.074 0.00
C 0.881289 -1.380650 -1.434642 -0.079 -0.052 0.040 0.00
C 1.631903 -2.521337 -1.887914 0.001 0.015 -0.107 0.00
C 2.571120 -3.094547 -0.969771 -0.024 -0.013 -0.009 0.00
C 2.987016 -2.363087 0.184333 0.053 -0.037 0.070 0.00
C 3.899785 -2.866884 1.090769 -0.073 -0.024 -0.071 0.00
C 4.450804 -4.143921 0.947854 -0.044 -0.013 -0.046 0.00
C 4.007797 -4.912378 -0.129112 -0.036 0.086 0.027 0.00
C 3.096746 -4.420196 -1.048325 0.052 0.119 0.012 0.00
C 1.401595 -2.988395 -3.234947 0.072 0.033 0.146 0.00
C 0.233955 -2.585356 -3.940632 -0.021 -0.006 -0.106 0.00
C -0.018437 -2.982548 -5.240378 0.046 0.023 0.091 0.00
C 0.875634 -3.790522 -5.946543 0.027 -0.008 0.042 0.00
C 2.052506 -4.161114 -5.299635 -0.057 0.052 0.072 0.00
C 2.314061 -3.774819 -3.994203 -0.096 -0.023 0.013 0.00
H 2.559917 -1.376576 0.325274 0.029 -0.019 -0.008 0.00
H 4.192675 -2.253340 1.938870 0.001 0.036 -0.006 0.00
H 5.171970 -4.531274 1.658229 0.000 -0.008 0.012 0.00
H 4.370046 -5.930948 -0.240482 -0.013 -0.021 -0.031 0.00
H 2.736522 -5.080073 -1.824444 0.028 -0.025 -0.060 0.00
H -0.463052 -1.936676 -3.423389 0.007 -0.016 -0.006 0.00
H -0.933697 -2.651172 -5.721891 -0.020 0.010 0.015 0.00
H 0.669732 -4.103400 -6.963916 0.007 0.008 -0.007 0.00
H 2.793094 -4.751064 -5.832750 0.026 -0.015 0.017 0.00
H 3.265441 -4.043875 -3.557924 0.031 -0.024 0.017 0.00
N -2.309871 1.902713 -0.520480 -0.706 0.683 0.209 -0.24
C -3.361466 2.661347 -0.347676 0.257 -0.151 -0.007 -0.02
C -4.713179 2.230725 -0.636279 -0.094 0.094 -0.043 0.00
C -5.806594 3.037768 -0.414671 0.124 0.049 0.019 0.00
C -5.690198 4.340346 0.099711 0.070 -0.016 0.012 0.03
C -4.398318 4.802586 0.373145 0.013 -0.158 -0.078 0.00
C -3.281100 4.018126 0.156756 -0.128 0.032 0.092 0.00
H -4.836558 1.228060 -1.030207 -0.004 0.004 0.006 0.00
H -6.798459 2.653915 -0.640817 0.000 -0.051 -0.021 0.00
H -6.561089 4.961629 0.271456 0.002 -0.004 -0.010 0.00
H -4.267849 5.813126 0.754497 0.031 0.019 0.020 0.00
H -2.288770 4.412154 0.357263 -0.016 0.003 -0.002 0.00
```
Forces are in eV/Å.

Output
**Total charge**: -2
**Energy relative to the best compared isomer or geometry (same formula, charge and spin)**: 43.02 kJ/mol
**Multiplicity**: 2
**HOMO energy (alpha / beta)**: 0.02914 / 0.03029 Eh
**E_tot**: -72910.28236 eV
**E_LUMO (alpha / beta)**: 4.1 / 4.1 eV

***

Computed, not measured: a structure of composition C24H19N6O5PdS, with ωB97M-V with the def2-TZVPD basis set.

```
56
Properties=species:S:1:pos:R:3:forces:R:3:nbo_charge:R:1
Pd 0.451821 0.615574 -0.202086 0.974 -0.454 0.480 1.11
O 0.003397 1.805538 4.379549 0.142 0.041 0.179 -0.62
C 1.309708 1.744438 4.627652 -0.219 0.041 0.052 0.41
C 1.727326 2.094869 5.912991 0.074 -0.001 0.031 -0.28
C 3.061369 2.047994 6.234964 -0.006 0.009 0.044 -0.10
C 4.034181 1.651889 5.300556 -0.049 0.009 0.021 -0.26
C 3.645039 1.314436 4.037534 -0.106 -0.032 -0.115 -0.12
C 2.273725 1.356982 3.663566 0.271 0.028 0.259 -0.24
C 1.839274 1.048067 2.349467 0.664 -0.105 -0.318 0.62
O 0.666118 1.047386 1.981870 -0.473 -0.066 -0.260 -0.63
N 2.903916 0.713462 1.386085 -0.410 0.252 0.642 -0.14
N 2.486337 0.687212 0.218050 0.319 -0.152 -0.448 -0.17
C 3.502710 0.301952 -0.697466 -0.286 0.210 0.450 0.04
C 3.400438 0.336255 -2.028419 -0.144 -0.017 -0.845 -0.10
C 4.554710 -0.117135 -2.802628 -0.137 0.069 0.298 -0.17
C 4.521668 -0.139790 -4.133390 -0.153 0.042 -0.416 -0.19
C 3.328953 0.275971 -4.871603 0.357 -0.150 0.020 -0.13
C 2.230844 0.723342 -4.255381 -0.115 0.107 0.384 -0.25
C 2.185439 0.827204 -2.797883 0.468 -0.134 0.018 0.52
O 1.222618 1.318139 -2.226438 -0.548 -0.021 -0.215 -0.57
H -0.175548 1.519623 3.468521 -0.032 -0.035 -0.118 0.52
H 0.977026 2.393569 6.630945 -0.005 -0.001 0.005 0.25
H 3.367885 2.319572 7.237174 0.003 -0.006 -0.008 0.23
H 5.076010 1.612342 5.582924 0.000 0.007 0.000 0.23
H 4.376064 1.002546 3.307300 -0.009 0.000 -0.034 0.23
H 4.418738 -0.035259 -0.229889 0.000 0.035 0.131 0.23
H 5.438991 -0.437071 -2.267068 -0.023 0.004 0.051 0.23
H 5.386762 -0.475536 -4.688095 -0.031 -0.006 -0.045 0.24
H 3.348435 0.212513 -5.952102 0.025 0.003 0.003 0.24
H 1.346694 1.040186 -4.789806 -0.018 0.015 0.016 0.24
N -4.892193 -4.433850 -3.492206 0.049 0.072 0.030 -0.77
C -4.048609 -3.775681 -2.649552 -0.113 -0.105 -0.113 0.22
C -4.536834 -3.190637 -1.471287 -0.026 0.030 0.080 -0.27
C -3.692041 -2.521279 -0.618493 0.031 -0.156 0.008 -0.14
C -2.334883 -2.424963 -0.932677 -0.120 -0.002 -0.328 -0.39
C -1.835428 -2.988889 -2.106138 -0.079 0.002 0.010 -0.15
C -2.683139 -3.667721 -2.951133 0.084 0.000 -0.005 -0.27
S -1.298616 -1.515649 0.085493 -0.007 0.078 0.236 2.31
O 0.103143 -1.740233 -0.306473 -0.121 -0.021 0.110 -0.98
O -1.662469 -1.725123 1.452216 -0.047 0.122 0.000 -0.90
N -1.392707 0.065033 -0.352930 -0.287 0.654 -0.475 -0.83
C -2.338067 1.023449 0.010670 0.277 -0.868 0.034 0.54
N -3.597256 0.641626 0.160427 -0.197 0.338 0.129 -0.48
C -4.447544 1.628275 0.450212 0.016 -0.214 -0.043 0.11
C -4.049085 2.946846 0.581495 0.012 0.047 0.002 -0.33
C -2.699968 3.203201 0.417100 0.098 0.024 0.002 0.11
N -1.822466 2.241410 0.135403 -0.167 0.284 0.027 -0.51
H -5.858439 -4.560601 -3.256614 0.008 -0.012 0.012 0.40
H -4.543053 -4.908361 -4.303433 0.003 -0.006 0.013 0.40
H -5.589716 -3.274168 -1.232622 0.004 0.000 0.002 0.22
H -4.072869 -2.075783 0.289015 0.040 0.027 -0.003 0.25
H -0.782173 -2.909155 -2.335752 0.011 0.025 0.004 0.24
H -2.298705 -4.126176 -3.853551 0.006 0.004 0.003 0.22
H -5.484987 1.342549 0.579215 -0.004 -0.007 -0.001 0.21
H -4.752150 3.734115 0.805908 -0.006 -0.004 0.010 0.24
H -2.300387 4.205491 0.518827 0.003 -0.003 -0.007 0.21
```
Forces are in eV/Å.

Output
**Total charge**: +1
**HOMO energy**: -0.38092 Eh
**E_tot**: -58680.55644 eV
**E_LUMO**: -5.5 eV

***

Computed, not measured: the molecule C6H10N4O, with ωB97M-V with the def2-TZVPD basis set.

```
21
Properties=species:S:1:pos:R:3:forces:R:3:nbo_charge:R:1
C 0.383366 -0.087123 -2.941118 0.248 -1.375 -2.540 -0.08
C 1.204396 0.724477 -2.176609 -0.296 1.224 1.520 0.01
C 0.560560 0.820901 -0.963523 -0.802 0.262 -0.033 -0.10
C -1.715621 -0.067784 -0.043820 1.178 0.109 -0.939 -0.21
C -1.183730 -1.212377 0.881975 -1.552 1.353 1.380 -0.30
C -0.024791 -0.350357 4.024247 4.442 1.034 0.275 -0.02
N -0.707480 -0.419102 -2.267516 -0.958 -0.535 -0.245 -0.28
N -0.659888 0.182492 -1.075054 1.197 0.377 0.076 -0.17
N -0.265923 -0.683437 1.872023 1.633 0.412 -1.968 -0.22
N 2.344461 1.513677 -2.495264 -1.891 2.963 1.913 -0.78
O -0.696484 -0.796601 3.080668 -2.851 -0.786 -1.367 -0.19
H 0.603757 -0.532690 -4.003181 -0.741 1.082 2.291 0.21
H -2.614518 -0.379236 -0.637782 0.764 0.358 0.749 0.24
H -1.846396 0.898555 0.503067 -0.204 -0.929 -0.367 0.22
H -2.080265 -1.614066 1.446573 1.012 -0.448 -1.008 0.20
H -0.557180 -1.811619 0.233513 -0.567 -0.966 -0.008 0.23
H 0.946889 1.376738 -0.124598 -0.542 -0.083 0.321 0.21
H -0.421834 -0.450689 4.941573 -1.531 -0.390 2.917 0.16
H 1.073260 -0.159174 3.927876 -1.244 0.126 -0.375 0.17
H 2.607642 2.153651 -1.656628 -0.905 -1.418 -1.955 0.36
H 3.049779 0.893765 -2.526422 3.611 -2.369 -0.639 0.35
```
Forces are in eV/Å.

Output
**Energy relative to the best compared isomer or geometry (same formula, charge and spin)**: 556.79 kJ/mol
**HOMO energy (alpha / beta)**: -0.30429 / -0.29646 Eh
**E_tot**: -14385.85456 eV
**E_LUMO (alpha / beta)**: 0.3 / 0.2 eV